{
  "formula": "C30H35N5O4",
  "method": "ωB97M-V/def2-TZVPD",
  "max_force_ev_per_a": 0.6,
  "mol_weight_da": 529.64,
  "homo_lumo_gap_ev": 8.43,
  "multiplicity": 1,
  "lumo_ha": 0.0227,
  "energy_ha": -1739.04336,
  "symbols": ["C", "O", "C", "C", "C", "C", "C", "C", "H", "H", "N", "C", "C", "C", "H", "H", "C", "N", "C", "O", "N", "C", "O", "C", "C", "H", "H", "H", "C", "C", "H", "H", "H", "H", "C", "O", "N", "H", "C", "C", "C", "N", "C", "C", "H", "H", "H", "H", "C", "C", "C", "C", "C", "C", "C", "H", "H", "H", "H", "H", "H", "H", "H", "H", "H", "H", "H", "H", "H", "H", "H", "H", "H", "H"],
  "positions_angstrom": [[6.80237, 0.35324, 0.45520], [5.81936, -0.40677, -0.20000], [4.60626, -0.58207, 0.40909], [3.66950, -1.29211, -0.32497], [2.40740, -1.49572, 0.21783], [2.10429, -0.99384, 1.50845], [3.04647, -0.29346, 2.24253], [4.29224, -0.09022, 1.68368], [5.02680, 0.45878, 2.25061], [2.81804, 0.09073, 3.22562], [0.80746, -1.32857, 1.80183], [0.28799, -2.00079, 0.72912], [1.22627, -2.14059, -0.25454], [0.95955, -2.82561, -1.55497], [1.81339, -3.43726, -1.84975], [0.80198, -2.07492, -2.33402], [-0.29268, -3.70458, -1.42148], [-1.32938, -3.00972, -0.69632], [-2.36332, -2.36444, -1.27403], [-2.78131, -2.47902, -2.39705], [-2.92268, -1.50671, -0.29611], [-2.19894, -1.51438, 0.85424], [-2.38032, -0.85138, 1.84746], [-1.09378, -2.55853, 0.65883], [-1.30881, -3.68325, 1.68498], [-2.25904, -4.17928, 1.49931], [-1.32238, -3.26113, 2.68648], [-0.50529, -4.41231, 1.61676], [-4.25493, -0.96165, -0.49030], [-5.26034, -1.71727, 0.37846], [-5.30484, -2.76529, 0.09073], [-6.23923, -1.26426, 0.25289], [-4.97414, -1.64020, 1.42538], [-4.48121, -1.13691, -1.55147], [-4.41030, 0.54971, -0.25636], [-5.51699, 1.02392, -0.09995], [-3.29436, 1.28947, -0.33266], [-2.37342, 0.87790, -0.32653], [-3.32117, 2.71654, -0.07476], [-2.35882, 3.43961, -1.02345], [-0.95373, 3.50044, -0.41224], [-0.74977, 2.32733, 0.42032], [-1.52576, 2.42758, 1.65018], [-2.92062, 3.00135, 1.37378], [-2.93353, 4.08108, 1.52850], [-3.64475, 2.55213, 2.05270], [-1.61456, 1.41988, 2.06687], [-1.01154, 3.06012, 2.39584], [0.64938, 2.07123, 0.69728], [1.41443, 1.67943, -0.53750], [2.74527, 2.04490, -0.68335], [3.45712, 1.68130, -1.81210], [2.83917, 0.96048, -2.81822], [1.51016, 0.59723, -2.68402], [0.80613, 0.94332, -1.54563], [-0.22992, 0.65810, -1.43746], [1.01874, 0.04882, -3.47525], [3.39028, 0.68582, -3.70523], [4.49420, 1.96558, -1.91056], [3.22640, 2.61878, 0.09639], [0.69429, 1.24444, 1.41300], [1.13892, 2.94170, 1.17352], [-0.20092, 3.50416, -1.20279], [-0.82694, 4.42753, 0.17327], [-2.71947, 4.44967, -1.21781], [-2.33312, 2.90318, -1.97246], [-4.35388, 3.03373, -0.24871], [-0.69897, -3.96500, -2.39990], [-0.05185, -4.62161, -0.87586], [0.28485, -1.06116, 2.61877], [3.93092, -1.65779, -1.30398], [7.11221, -0.10865, 1.39884], [7.65367, 0.38079, -0.22374], [6.46149, 1.37643, 0.64677]],
  "forces_ev_per_angstrom": [[0.13, 0.08, 0.08], [-0.18, -0.11, -0.14], [-0.14, -0.20, -0.08], [0.15, 0.09, 0.21], [0.05, 0.20, 0.45], [0.57, 0.00, -0.25], [-0.19, -0.04, 0.01], [0.28, 0.09, -0.06], [0.09, 0.05, 0.03], [0.00, 0.05, 0.11], [-0.38, -0.03, 0.28], [0.07, -0.02, -0.43], [-0.44, -0.15, 0.09], [-0.15, 0.02, 0.10], [0.01, -0.03, -0.07], [0.03, -0.06, -0.09], [0.26, -0.03, -0.32], [0.12, -0.08, 0.25], [-0.10, -0.02, -0.02], [-0.09, 0.00, -0.31], [-0.11, 0.24, -0.33], [0.37, -0.16, -0.09], [-0.09, -0.01, 0.22], [0.00, -0.17, 0.40], [-0.02, 0.16, -0.08], [-0.10, -0.02, 0.01], [0.03, 0.00, 0.11], [0.06, -0.04, -0.02], [-0.59, -0.01, 0.12], [0.03, 0.12, -0.13], [0.03, -0.08, -0.04], [-0.04, -0.03, 0.03], [-0.02, -0.01, 0.09], [0.08, 0.10, 0.23], [0.43, -0.32, -0.24], [-0.41, 0.01, 0.11], [0.21, 0.04, -0.02], [-0.06, -0.13, -0.01], [-0.23, 0.27, -0.02], [0.10, 0.04, 0.13], [-0.08, 0.13, -0.25], [0.13, 0.01, 0.02], [-0.07, -0.07, 0.27], [-0.02, -0.13, -0.15], [-0.02, 0.05, 0.03], [-0.03, 0.06, 0.03], [0.03, 0.11, 0.04], [0.01, -0.03, -0.06], [-0.05, -0.07, 0.09], [0.07, 0.03, 0.02], [-0.08, 0.02, 0.02], [0.07, 0.05, -0.07], [0.10, 0.01, -0.08], [-0.05, -0.05, -0.08], [0.00, 0.02, -0.01], [-0.13, -0.02, -0.01], [-0.05, -0.05, -0.06], [0.05, -0.02, -0.09], [0.11, 0.01, 0.00], [0.04, 0.07, 0.09], [0.00, 0.09, 0.03], [-0.05, -0.07, -0.02], [-0.04, 0.08, 0.07], [0.07, -0.03, 0.01], [-0.02, 0.04, -0.04], [-0.02, 0.02, -0.04], [0.22, -0.03, 0.02], [0.03, -0.06, 0.12], [-0.01, 0.02, -0.09], [0.01, 0.03, -0.05], [0.06, -0.03, -0.17], [-0.02, 0.03, -0.02], [-0.03, 0.03, 0.09], [0.01, -0.03, 0.02]]
}


{
  "formula": "C30H35O7Re",
  "method": "ωB97M-V/def2-TZVPD",
  "relative_energy_kj_mol": 0.0,
  "max_force_ev_per_a": 4.4,
  "mol_weight_da": 693.81,
  "charge": -1,
  "homo_lumo_gap_ev": [1.34, 5.81],
  "multiplicity": 4,
  "lumo_ha": [0.0648, 0.0643],
  "energy_ha": -1769.01190,
  "symbols": ["C", "C", "C", "C", "H", "H", "C", "H", "H", "C", "H", "H", "C", "C", "C", "O", "O", "O", "O", "C", "H", "H", "H", "C", "H", "H", "H", "O", "H", "H", "C", "C", "H", "H", "H", "H", "H", "H", "Re", "C", "C", "C", "H", "C", "C", "H", "H", "H", "H", "C", "C", "C", "H", "C", "C", "H", "H", "H", "H", "O", "C", "O", "C", "C", "C", "C", "C", "C", "H", "H", "H", "H", "H"],
  "positions_angstrom": [[0.32110, -0.28800, -7.42949], [0.05988, -0.89258, -6.04841], [-0.08102, 1.21293, -7.37226], [-0.98005, 1.30140, -6.12802], [-0.63434, 1.43351, -8.29209], [0.81202, 1.84966, -7.31459], [-1.16602, -0.13079, -5.56336], [0.92319, -0.68167, -5.40266], [-0.09259, -1.97302, -6.12505], [-1.28369, 0.05024, -4.07056], [-2.06979, -0.59078, -5.98268], [-1.96375, 1.69492, -6.41846], [-0.46894, 2.11750, -4.88055], [1.73077, -0.51541, -7.91289], [-0.45758, -1.00680, -8.53275], [-1.11846, -0.45083, -9.39939], [2.66405, -0.77103, -7.17282], [1.82713, -0.47139, -9.25433], [-0.33455, -2.34435, -8.51860], [-0.97809, -2.91059, -9.66263], [-0.89634, -3.98474, -9.54264], [-0.46238, -2.56079, -10.56797], [-2.01995, -2.56918, -9.69744], [3.12828, -0.84663, -9.70425], [3.89786, -0.27012, -9.17841], [3.12353, -0.64247, -10.77324], [3.28199, -1.91504, -9.50424], [-0.57650, 1.22300, -3.68133], [-0.92678, -0.79237, -3.46834], [-2.34592, 0.20649, -3.84930], [-1.39744, 3.30184, -4.68151], [0.98132, 2.57754, -4.94512], [1.16390, 3.26403, -5.77788], [1.68557, 1.74032, -5.01768], [1.20985, 3.13035, -4.02666], [-1.17157, 3.80226, -3.73499], [-2.43810, 2.96261, -4.65180], [-1.27148, 4.01730, -5.49992], [-0.22312, 0.10075, 0.24152], [-2.23946, -0.00054, 1.20255], [-2.37742, 0.28042, -0.19577], [-1.76915, -0.81304, -0.92415], [-2.84827, 1.16050, -0.63359], [-1.23855, -1.74337, 0.03299], [-1.49535, -1.22162, 1.34788], [-1.23024, -1.69050, 2.29211], [-2.66217, 0.56795, 2.01710], [-1.86826, -0.99728, -1.97939], [-0.82458, -2.72787, -0.17475], [2.10733, 0.91306, 0.14037], [1.92693, -0.18175, 1.05979], [1.41569, -1.30032, 0.31763], [2.21590, -0.20025, 2.10337], [1.19308, -0.86460, -1.05337], [1.67268, 0.49549, -1.15120], [1.75451, 1.06193, -2.07281], [2.54155, 1.87090, 0.39471], [1.33069, -2.30884, 0.71484], [0.89789, -1.49381, -1.89044], [0.12202, 0.49567, 3.31424], [0.00381, 1.58318, 2.73752], [-0.16746, 1.75236, 1.43931], [0.07150, 2.87511, 3.49798], [0.06207, 4.09671, 2.80993], [0.13823, 5.29976, 3.51944], [0.21918, 5.28669, 4.91867], [0.24546, 4.06583, 5.60879], [0.18217, 2.86400, 4.89978], [-0.00096, 4.08320, 1.72011], [0.13571, 6.24476, 2.97204], [0.27305, 6.22155, 5.47517], [0.31965, 4.03983, 6.69815], [0.22042, 1.89783, 5.40332]],
  "forces_ev_per_angstrom": [[0.04, -0.45, -0.90], [0.25, 0.19, -0.07], [0.08, -0.52, 0.09], [-0.24, 0.04, 0.75], [0.23, 0.15, 0.28], [-0.32, -0.18, -0.02], [0.22, 0.02, -0.55], [-0.16, -0.13, -0.15], [0.12, 0.17, 0.21], [-0.54, 0.40, 0.30], [0.08, 0.04, 0.14], [0.29, 0.04, 0.13], [-0.14, -0.47, 0.29], [1.17, -0.37, 1.34], [-1.63, 0.88, -1.01], [0.76, -0.37, 1.21], [-0.81, 0.39, -0.97], [0.34, 0.10, 0.60], [0.07, 0.48, 0.13], [-0.08, -0.10, -0.25], [-0.04, -0.06, -0.05], [-0.22, -0.22, 0.19], [0.28, -0.30, -0.08], [0.28, -0.09, -0.28], [-0.17, -0.14, -0.24], [0.15, -0.06, 0.08], [0.05, 0.27, -0.10], [0.29, 0.38, -1.93], [0.13, 0.20, -0.40], [-0.10, -0.16, 0.24], [0.01, 0.09, 0.45], [0.12, 0.04, 0.30], [-0.12, -0.09, 0.04], [-0.18, 0.07, -0.03], [-0.02, -0.16, -0.09], [-0.03, -0.01, -0.12], [0.11, 0.11, -0.01], [-0.09, -0.06, 0.03], [-1.28, 0.59, -0.30], [-0.85, -0.60, -0.33], [-0.57, -0.77, 0.28], [-1.18, -0.04, 0.11], [0.19, -0.31, 0.13], [-1.31, -0.35, -0.26], [-0.58, 0.12, 0.66], [-0.04, 0.28, -0.26], [0.42, 0.22, -0.02], [0.13, 0.16, 0.20], [0.09, 0.40, -0.10], [1.42, -0.83, 0.41], [0.88, 0.10, -1.17], [1.71, 0.19, -0.39], [-0.38, 0.10, -0.16], [2.19, -0.09, 0.10], [-0.41, -0.54, 0.61], [-0.38, -0.03, 0.23], [-0.34, -0.06, 0.01], [-0.24, 0.35, -0.14], [-0.05, 0.20, 0.27], [-0.11, -1.29, 0.03], [0.34, 3.51, 2.57], [0.24, -0.15, -0.99], [-0.11, -2.67, -1.75], [-0.01, 1.89, 0.01], [-0.09, -0.91, -0.95], [0.05, 0.79, 0.58], [-0.04, -1.24, -0.47], [0.12, 0.69, 1.44], [0.02, 0.11, 0.33], [0.00, -0.16, 0.14], [-0.01, -0.11, -0.10], [0.00, 0.06, -0.22], [-0.03, 0.26, -0.06]]
}


{
  "formula": "C30H35O8Tc",
  "method": "ωB97M-V/def2-TZVPD",
  "max_force_ev_per_a": 2.8,
  "mol_weight_da": 621.60,
  "charge": -1,
  "homo_lumo_gap_ev": [3.84, 5.07],
  "multiplicity": 4,
  "lumo_ha": [0.0797, 0.0796],
  "energy_ha": -1846.81616,
  "symbols": ["C", "C", "C", "C", "H", "H", "C", "H", "H", "C", "H", "H", "C", "C", "C", "O", "O", "O", "O", "C", "H", "H", "H", "C", "H", "H", "H", "O", "H", "H", "C", "C", "H", "H", "H", "H", "H", "H", "Tc", "C", "C", "C", "H", "C", "C", "H", "H", "H", "H", "C", "C", "C", "H", "C", "C", "H", "H", "H", "H", "O", "C", "C", "C", "C", "C", "C", "C", "O", "O", "H", "H", "H", "H", "H"],
  "positions_angstrom": [[-4.17834, -0.89310, -4.69705], [-2.91373, -0.01408, -4.72506], [-3.84601, -2.14825, -3.84904], [-2.33420, -2.29921, -3.81320], [-4.36881, -2.98081, -4.31518], [-4.20354, -2.00207, -2.82520], [-1.86141, -0.82538, -3.96762], [-3.10186, 0.96145, -4.25608], [-2.58391, 0.12870, -5.76113], [-1.86294, -0.47509, -2.47298], [-0.85668, -0.70165, -4.42347], [-2.00267, -2.93729, -4.63167], [-1.73061, -2.75989, -2.47795], [-5.41951, -0.23414, -4.13916], [-4.71139, -1.27471, -6.09000], [-4.88399, -2.43829, -6.40072], [-5.44663, 0.81489, -3.51223], [-6.51613, -0.94068, -4.47041], [-5.07036, -0.30761, -6.96510], [-4.94872, 1.13466, -6.76752], [-4.02570, 1.42381, -6.24521], [-5.83415, 1.50302, -6.22967], [-4.94111, 1.53367, -7.78453], [-7.72952, -0.34331, -4.01033], [-7.76761, -0.28981, -2.91209], [-8.52070, -0.98807, -4.38432], [-7.84682, 0.67343, -4.41455], [-1.28340, -1.60928, -1.79890], [-2.86696, -0.41566, -1.98735], [-1.39944, 0.49462, -2.23476], [-0.44102, -3.51768, -2.76858], [-2.63897, -3.58216, -1.54166], [-3.37742, -4.16561, -2.10880], [-3.13804, -2.92288, -0.81364], [-1.98296, -4.28971, -1.01121], [0.13039, -3.60543, -1.84170], [0.13889, -2.94811, -3.49345], [-0.65390, -4.50071, -3.17653], [0.19465, 0.34316, 0.72308], [2.43492, 0.40750, -0.27387], [2.03703, 0.06649, -1.61031], [0.94914, 0.88035, -1.98222], [2.49949, -0.68086, -2.26349], [0.63152, 1.75693, -0.89144], [1.68472, 1.57940, 0.13319], [1.96010, 2.34256, 0.86781], [3.29346, -0.02695, 0.23720], [0.50937, 0.91309, -2.97384], [-0.00148, 2.63030, -1.02662], [-1.33144, -0.08394, 2.26060], [-0.57745, 1.13489, 2.52713], [-0.85601, 2.03304, 1.41554], [-0.07017, 1.41308, 3.47732], [-1.76131, 1.36996, 0.51644], [-2.11443, 0.12103, 1.08118], [-2.87258, -0.56288, 0.68005], [-1.37257, -0.97144, 2.87723], [-0.50013, 3.04302, 1.31178], [-2.21371, 1.79717, -0.38484], [0.83955, -4.18576, 2.33099], [1.71383, -3.75970, 3.27077], [2.07165, -4.67485, 4.27267], [2.96216, -4.30677, 5.27144], [3.49711, -3.01301, 5.27406], [3.13776, -2.09336, 4.28517], [2.24534, -2.43899, 3.26128], [1.74756, -1.38607, 2.31063], [2.19402, -0.22657, 2.46700], [0.83051, -1.63176, 1.39912], [0.65381, -3.41230, 1.74564], [1.62562, -5.66870, 4.23229], [3.23435, -5.03245, 6.03903], [4.20069, -2.72952, 6.06609], [3.54379, -1.08108, 4.30133]],
  "forces_ev_per_angstrom": [[-0.69, 0.18, -0.43], [0.13, -0.43, -0.10], [-0.57, 0.00, -0.10], [-0.16, 0.69, -0.77], [0.06, -0.16, 0.31], [-0.19, -0.04, -0.20], [0.14, -0.06, 0.92], [0.11, -0.22, -0.15], [-0.05, 0.09, 0.21], [-0.36, 0.07, 1.18], [-0.46, -0.14, 0.54], [0.04, -0.07, -0.04], [0.66, -0.78, -0.07], [0.29, 1.62, 1.05], [0.28, -1.68, -0.38], [0.25, 1.49, -0.15], [-0.18, -1.37, -0.69], [0.05, 0.58, 0.64], [0.33, 0.34, 0.01], [-0.06, -0.59, 0.12], [-0.52, -0.14, -0.22], [0.33, -0.09, -0.11], [-0.01, -0.01, 0.24], [-0.48, 0.15, 0.12], [0.13, -0.05, -0.38], [-0.01, 0.04, 0.04], [0.10, -0.34, 0.13], [0.13, 1.72, -0.37], [-0.04, 0.31, -1.04], [0.33, -0.83, 0.07], [-0.10, -0.11, 0.04], [0.21, -0.10, -0.25], [0.09, 0.11, 0.20], [0.11, -0.29, -0.29], [-0.42, 0.26, 0.11], [0.00, -0.03, -0.12], [0.16, -0.02, 0.01], [0.03, -0.30, -0.08], [-0.77, -2.02, -1.16], [0.41, 0.85, -1.54], [-0.27, 0.33, 0.30], [0.95, -0.12, -0.41], [-0.26, 0.10, 0.48], [1.84, -0.07, -0.74], [1.12, 1.11, -1.17], [0.06, -0.42, -0.17], [-0.45, 0.23, -0.01], [-0.04, -0.10, 0.18], [0.15, -0.17, 0.29], [-0.41, 1.46, 0.95], [-2.28, 0.84, 1.42], [-0.30, -0.16, 1.73], [-0.15, -0.45, -1.12], [-0.88, 0.15, 0.35], [-0.39, -0.52, -0.36], [0.59, 0.21, 0.14], [0.14, 0.11, -0.03], [0.17, 0.08, 0.03], [0.38, -0.18, 0.41], [0.08, 0.31, -0.02], [0.19, 0.40, 0.00], [0.01, 0.09, -0.16], [-0.10, 0.24, -0.32], [0.19, 0.03, 0.13], [0.03, -0.28, 0.11], [-0.60, -1.03, 0.31], [-0.12, 1.71, -0.63], [-0.33, -1.27, 0.21], [1.83, -1.52, 1.34], [-0.02, 0.09, 0.02], [0.12, 0.23, 0.03], [-0.04, 0.24, -0.14], [-0.30, -0.03, -0.38], [-0.21, -0.28, -0.08]]
}